(1)
Below is the molecule C5H8O2, with properties calculated with ωB97M-V/def2-TZVPD.

The geometry in ORCA input format:
```
! wB97M-V def2-TZVPD RIJCOSX def2/J DEFGRID3
* xyz 0 1
O 1.376 -0.086 2.514
C 1.493 -0.159 1.216
C 0.317 -0.876 0.599
C -0.290 -0.047 -0.521
C 0.049 -0.335 -1.914
O -1.191 -0.760 -1.358
C -0.732 1.335 -0.106
H 0.547 -0.496 2.858
H 0.130 1.907 0.257
H -0.481 -1.137 1.327
H 0.703 -1.814 0.178
H -0.022 0.458 -2.659
H 0.755 -1.132 -2.147
H -1.470 1.273 0.703
H -1.185 1.869 -0.946
*
```

## Properties
LUMO energy = 0.75 eV
orbital gap = 9.61 eV
total energy = -345.66256 Eh

Atomic partial charges in e from the natural (NBO) method, atoms 1 to 6:
1. O -0.63
2. C 0.31
3. C -0.59
4. C 0.22
5. C -0.10
6. O -0.49

***

(2)
Below is a structure of composition C42H103F2N10O9S2V in a non-equilibrium geometry, with properties calculated with ωB97M-V/def2-TZVPD.

The geometry in ORCA input format:
```
! wB97M-V def2-TZVPD RIJCOSX def2/J DEFGRID3
* xyz 1 2
O -0.662 -3.400 1.541
V -1.476 -2.185 2.109
N -1.107 -0.573 0.979
S -0.564 0.923 1.253
O -1.289 1.996 0.675
O 0.852 0.926 1.321
F -0.906 1.089 2.794
S -0.879 -0.494 -0.746
O 0.418 -0.250 -1.238
O -2.003 0.007 -1.432
F -1.065 -2.053 -0.918
C 0.693 5.005 2.822
C 1.049 5.040 4.322
N 0.939 3.771 5.040
C 1.981 2.836 4.603
C 3.350 3.168 5.227
C -0.372 3.152 4.967
C -0.554 1.949 5.866
H -0.297 4.574 2.671
H 1.437 4.413 2.286
H 0.715 6.008 2.397
H 2.089 5.337 4.441
H 0.405 5.792 4.784
H 1.792 1.800 4.885
H 2.042 2.834 3.504
H 3.219 3.108 6.304
H 4.064 2.446 4.822
H 3.706 4.151 4.930
H -0.721 2.898 3.960
H -1.124 3.896 5.267
H -1.596 1.636 5.999
H -0.202 2.112 6.887
H -0.095 1.039 5.464
C 4.232 3.441 0.839
C 5.312 2.407 0.433
N 4.917 1.354 -0.497
C 3.880 0.491 0.088
C 3.546 -0.730 -0.762
C 4.490 1.866 -1.802
C 5.682 2.488 -2.532
H 3.806 3.965 -0.011
H 4.647 4.131 1.573
H 3.438 2.880 1.341
H 6.184 2.924 0.035
H 5.576 1.933 1.385
H 4.393 0.078 0.972
H 3.013 1.027 0.481
H 2.707 -0.658 -1.447
H 4.432 -1.119 -1.259
H 3.211 -1.496 -0.049
H 3.649 2.567 -1.814
H 4.284 0.954 -2.362
H 5.494 2.546 -3.607
H 6.583 1.890 -2.406
H 5.877 3.512 -2.205
C 3.587 -7.524 -2.150
C 2.322 -6.661 -2.169
N 2.204 -5.827 -0.980
C 1.354 -4.679 -1.163
C 1.896 -3.637 -2.139
C 1.984 -6.574 0.257
C 0.593 -7.218 0.298
H 3.476 -8.473 -1.633
H 4.410 -6.929 -1.754
H 3.833 -7.742 -3.192
H 2.294 -6.085 -3.088
H 1.455 -7.346 -2.204
H 0.315 -4.928 -1.436
H 1.297 -4.170 -0.190
H 1.961 -4.061 -3.143
H 1.264 -2.753 -2.092
H 2.929 -3.383 -1.894
H 2.094 -5.885 1.098
H 2.801 -7.294 0.288
H -0.211 -6.560 -0.022
H 0.423 -7.577 1.317
H 0.546 -8.109 -0.332
C -1.980 5.626 -1.599
C -0.564 5.950 -2.090
N 0.010 4.832 -2.837
C 1.284 5.236 -3.425
C 1.682 4.321 -4.584
C 0.114 3.611 -2.037
C 0.963 3.726 -0.766
H -2.662 5.336 -2.404
H -2.377 6.550 -1.185
H -1.945 4.759 -0.946
H -0.635 6.829 -2.727
H 0.041 6.138 -1.191
H 1.185 6.262 -3.773
H 2.149 5.215 -2.741
H 2.748 4.453 -4.802
H 1.529 3.259 -4.411
H 1.186 4.599 -5.516
H 0.548 2.825 -2.660
H -0.904 3.253 -1.870
H 1.987 3.908 -1.076
H 0.922 2.780 -0.230
H 0.623 4.482 -0.058
C -1.677 -4.852 -3.630
C -3.037 -5.532 -3.545
N -3.699 -5.483 -2.252
C -2.914 -6.130 -1.204
C -2.563 -7.611 -1.330
C -5.033 -6.077 -2.349
C -6.028 -5.243 -3.127
H -1.554 -3.862 -3.189
H -1.389 -4.828 -4.684
H -0.907 -5.483 -3.172
H -3.703 -5.135 -4.310
H -2.836 -6.571 -3.868
H -1.970 -5.565 -1.154
H -3.334 -5.796 -0.246
H -1.678 -7.705 -1.962
H -2.277 -8.098 -0.397
H -3.424 -8.158 -1.713
H -5.372 -6.318 -1.340
H -4.991 -7.048 -2.878
H -5.986 -4.183 -2.841
H -7.055 -5.545 -2.928
H -5.847 -5.184 -4.200
C 0.745 -1.477 4.394
O -0.156 -1.648 3.550
N 2.014 -1.350 4.086
C 2.978 -0.937 5.116
C 2.546 -1.321 2.737
H 0.534 -1.494 5.464
H 3.643 -1.766 5.369
H 2.493 -0.608 6.031
H 3.610 -0.169 4.674
H 2.628 -0.283 2.428
H 3.491 -1.860 2.713
H 1.896 -1.861 2.051
C -4.682 5.291 3.188
O -4.627 4.272 3.851
N -4.274 5.349 1.905
C -3.545 4.252 1.317
C -4.408 6.578 1.126
H -5.103 6.247 3.532
H -3.367 3.467 2.044
H -2.518 4.559 1.093
H -4.019 3.951 0.383
H -3.457 6.798 0.641
H -5.163 6.448 0.353
H -4.531 7.401 1.826
C -1.028 -0.298 -6.972
O -1.454 0.705 -7.489
N -0.637 -0.410 -5.677
C 0.002 -1.588 -5.169
C -0.591 0.773 -4.839
H -0.820 -1.242 -7.513
H -0.498 -1.918 -4.245
H 1.054 -1.448 -4.909
H -0.155 -2.451 -5.817
H 0.406 0.797 -4.386
H -0.702 1.671 -5.440
H -1.361 0.765 -4.065
C -3.775 -0.585 3.933
O -2.848 -1.240 3.382
N -4.526 0.253 3.276
C -5.513 1.121 3.927
C -4.390 0.541 1.845
H -3.952 -0.637 5.006
H -5.138 2.136 3.806
H -5.738 0.865 4.961
H -6.480 0.969 3.444
H -5.398 0.426 1.440
H -4.083 1.574 1.714
H -3.759 -0.153 1.304
*
```

## Properties
LUMO energy (alpha / beta) = -5.03 / -4.55 eV
orbital gap (alpha / beta) = 4.79 / 5.28 eV
⟨S²⟩ = 0.7737
total energy = -4826.58199 Eh

Atomic partial charges in e from the Löwdin method, atoms 1 to 6:
1. O -0.23
2. V 1.13
3. N -0.34
4. S 0.46
5. O -0.21
6. O -0.25

***

(3)
Below is a structure of composition C8H15NOPPb in a non-equilibrium geometry, with properties calculated with ωB97M-V/def2-TZVPD.

The geometry in ORCA input format:
```
! wB97M-V def2-TZVPD RIJCOSX def2/J DEFGRID3
* xyz -1 1
C 0.303 -0.364 -4.077
C -0.939 -1.064 -4.050
C -0.738 -2.271 -3.318
C 0.648 -2.393 -3.019
C 1.289 -1.184 -3.426
Pb 1.534 1.453 -0.793
P -0.557 3.046 -0.861
H 0.482 0.616 -4.522
H -1.878 -0.725 -4.479
H -1.503 -3.007 -3.084
H 2.344 -0.933 -3.295
H 1.134 -3.239 -2.536
H -1.583 2.715 0.098
H -1.291 3.177 -2.100
H -0.250 4.420 -0.529
C -1.182 0.545 3.202
N 0.185 0.008 3.208
C 0.647 -0.761 4.365
C 1.001 0.198 2.188
O 0.630 0.847 1.154
H -1.562 0.434 4.220
H -1.826 -0.025 2.515
H -1.188 1.602 2.909
H 0.838 -1.811 4.089
H 1.583 -0.335 4.754
H -0.134 -0.716 5.131
H 2.014 -0.233 2.258
*
```

## Properties
LUMO energy (alpha / beta) = 2.32 / 2.32 eV
orbital gap (alpha / beta) = 3.50 / 3.50 eV
total energy = -977.86456 Eh

Atomic partial charges in e from the natural (NBO) method, atoms 1 to 6:
1. C -0.37
2. C -0.37
3. C -0.37
4. C -0.37
5. C -0.37
6. Pb 0.00

***

(4)
Below is a structure of composition C5H6N in a non-equilibrium geometry, with properties calculated with ωB97M-V/def2-TZVPD.

The geometry in ORCA input format:
```
! wB97M-V def2-TZVPD RIJCOSX def2/J DEFGRID3
* xyz 1 1
C 0.948 -0.449 1.110
C -0.061 -1.053 -0.935
C -0.110 0.714 -1.041
C 0.985 -0.242 -0.457
C -0.424 -0.600 0.465
N -0.968 0.813 0.166
H 1.484 -1.328 1.520
H 1.155 0.246 1.911
H -0.215 -1.840 -1.578
H -0.039 1.268 -1.926
H -0.798 1.542 0.876
H -1.955 0.929 -0.111
*
```

## Properties
LUMO energy = -4.24 eV
orbital gap = 9.97 eV
total energy = -248.37334 Eh

Atomic partial charges in e from the natural (NBO) method, atoms 1 to 6:
1. C -0.40
2. C -0.18
3. C -0.06
4. C 0.04
5. C 0.16
6. N -0.54

***

(5)
Below is a structure of composition C21H24F3N2S4W in a non-equilibrium geometry, with properties calculated with ωB97M-V/def2-TZVPD.

The geometry in ORCA input format:
```
! wB97M-V def2-TZVPD RIJCOSX def2/J DEFGRID3
* xyz 1 1
W 0.458 -0.759 -0.522
C 0.441 0.554 2.312
N -0.047 0.947 0.949
C -1.546 1.026 1.012
C -2.119 1.182 -0.367
N -1.939 -0.078 -1.137
C -2.176 0.205 -2.593
C -2.971 -1.047 -0.758
C -4.326 -0.772 -0.897
C -5.263 -1.750 -0.604
C -4.856 -3.009 -0.177
C -3.508 -3.278 -0.022
C -2.575 -2.285 -0.310
S -0.895 -2.599 0.054
C 0.491 2.275 0.577
C 0.510 3.324 1.489
C 0.997 4.564 1.110
C 1.460 4.761 -0.184
C 1.416 3.725 -1.099
C 0.915 2.479 -0.725
S 0.754 1.227 -1.946
H 0.103 1.271 3.055
H 1.526 0.517 2.305
H 0.034 -0.419 2.566
H -1.831 1.865 1.647
H -1.912 0.107 1.473
H -1.625 1.986 -0.906
H -3.177 1.433 -0.297
H -3.130 0.722 -2.709
H -2.208 -0.731 -3.137
H -1.387 0.835 -2.982
H -4.664 0.194 -1.251
H -6.316 -1.529 -0.719
H -5.588 -3.776 0.040
H -3.168 -4.244 0.331
H 0.150 3.195 2.501
H 1.020 5.371 1.830
H 1.855 5.725 -0.480
H 1.764 3.868 -2.115
C 5.220 -0.610 0.535
C 3.765 -0.993 0.473
S 2.771 -0.107 -0.560
C 3.203 -1.997 1.207
C 3.949 -2.863 2.189
S 1.553 -2.270 1.027
H 5.499 0.022 -0.307
H 5.853 -1.497 0.521
H 5.436 -0.062 1.455
H 4.907 -3.177 1.775
H 3.381 -3.753 2.451
H 4.153 -2.309 3.108
F 1.451 -2.847 -2.225
C 0.854 -1.649 -2.460
F 1.632 -1.024 -3.361
F -0.296 -1.944 -3.136
*
```

## Properties
LUMO energy = -4.75 eV
orbital gap = 6.39 eV
total energy = -2883.40510 Eh

Atomic partial charges in e from the natural (NBO) method, atoms 1 to 6:
1. W 0.61
2. C -0.41
3. N -0.49
4. C -0.23
5. C -0.25
6. N -0.46

***

(6)
Below is a cluster of 2 separate species, C7H9N2O3 in total in a non-equilibrium geometry, with properties calculated with ωB97M-V/def2-TZVPD.

The geometry in ORCA input format:
```
! wB97M-V def2-TZVPD RIJCOSX def2/J DEFGRID3
* xyz -1 1
C 1.721 1.017 -1.366
C 1.218 -0.757 -0.329
C 0.884 -2.102 0.106
C -1.692 1.260 -0.641
C 1.666 1.355 -0.073
C 0.508 -2.400 1.340
C -2.500 0.698 0.613
N 1.409 -0.334 -1.554
N 1.323 0.234 0.584
O -1.217 0.221 -1.258
O 1.370 0.199 1.915
O -1.646 2.389 -1.080
H 2.060 1.729 -2.219
H 0.882 -2.804 -0.668
H 2.003 2.285 0.437
H -3.092 1.482 1.219
H 0.254 -3.404 1.738
H -0.541 0.422 -1.978
H 0.306 -1.555 2.030
H -1.822 0.113 1.228
H -3.096 -0.045 -0.044
*
```

## Properties
LUMO energy (alpha / beta) = 3.67 / 3.67 eV
orbital gap (alpha / beta) = 6.90 / 6.90 eV
total energy = -607.33174 Eh

Atomic partial charges in e from the natural (NBO) method, atoms 1 to 6:
1. C -0.15
2. C 0.22
3. C -0.22
4. C 0.82
5. C -0.14
6. C -0.42

***

(7)
Below is a structure of composition C45H45BrFeN2O4Si in a non-equilibrium geometry, with properties calculated with ωB97M-V/def2-TZVPD.

The geometry in ORCA input format:
```
! wB97M-V def2-TZVPD RIJCOSX def2/J DEFGRID3
* xyz 0 5
Fe 1.149 -0.031 -0.228
O -3.870 -1.771 4.947
C -3.609 -0.455 4.837
O -4.291 0.396 5.326
C -2.238 -0.231 4.199
C -2.086 0.847 3.310
C -0.884 1.042 2.573
C 0.165 0.233 2.751
C 0.085 -0.723 3.766
C -1.113 -0.957 4.470
N 1.343 0.274 1.932
C 2.515 0.233 2.412
C 3.632 0.208 1.518
C 4.848 0.556 1.962
C 5.872 0.720 1.000
C 5.567 0.453 -0.292
C 4.308 0.016 -0.609
N 3.280 -0.077 0.229
H -3.214 -2.247 4.458
H -2.979 1.451 3.098
H -0.781 1.685 1.791
H 0.850 -1.409 4.007
H -0.951 -1.673 5.313
H 2.733 0.188 3.472
H 5.057 0.698 3.039
H 6.896 0.837 1.266
H 6.339 0.512 -1.029
H 4.070 -0.304 -1.551
C -1.814 -5.146 -5.431
C -2.460 -5.221 -3.987
C -2.577 -6.678 -3.539
C -3.770 -4.535 -4.175
C -1.567 -4.441 -2.978
C -0.466 -3.676 -3.402
C 0.117 -2.746 -2.561
Br 1.363 -1.477 -3.337
C -0.226 -2.599 -1.188
O 0.383 -1.820 -0.348
C -1.276 -3.444 -0.712
C -1.866 -4.315 -1.625
C -1.765 -3.423 0.731
C -2.895 -4.416 0.958
C -0.663 -3.892 1.718
C -2.250 -2.030 1.117
H -2.396 -5.696 -6.087
H -0.803 -5.494 -5.588
H -1.857 -4.120 -5.806
H -3.135 -7.269 -4.294
H -3.212 -6.625 -2.613
H -1.621 -7.113 -3.293
H -4.479 -5.106 -4.810
H -3.745 -3.524 -4.590
H -4.268 -4.275 -3.247
H -0.165 -3.679 -4.451
H -2.733 -4.909 -1.292
H -2.534 -5.464 0.767
H -3.780 -4.168 0.388
H -3.196 -4.402 1.993
H -0.056 -3.052 2.135
H 0.005 -4.621 1.299
H -1.173 -4.256 2.580
H -3.201 -1.673 0.663
H -1.473 -1.304 0.858
H -2.468 -1.961 2.141
O 0.911 1.645 -0.834
Si 0.854 3.190 -0.458
C 1.758 4.098 -1.854
C 1.628 3.626 -3.139
C 2.478 3.989 -4.203
C 3.378 5.018 -3.967
C 3.487 5.587 -2.715
C 2.692 5.105 -1.662
C -0.879 3.814 -0.080
C -1.904 2.877 -0.099
C -3.203 3.250 0.263
C -3.472 4.563 0.571
C -2.479 5.526 0.444
C -1.198 5.138 0.089
C 1.746 3.641 1.162
C 1.281 4.431 2.212
C 2.084 4.826 3.270
C 3.399 4.382 3.314
C 3.921 3.684 2.264
C 3.063 3.378 1.184
H 1.064 2.735 -3.271
H 2.358 3.509 -5.202
H 4.048 5.394 -4.778
H 4.229 6.392 -2.533
H 2.880 5.535 -0.681
H -1.763 1.819 -0.253
H -4.039 2.544 0.321
H -4.491 4.903 0.868
H -2.626 6.550 0.622
H -0.467 5.962 0.002
H 0.235 4.740 2.187
H 1.731 5.380 4.133
H 4.050 4.649 4.152
H 4.973 3.427 2.295
H 3.605 2.791 0.420
*
```

## Properties
LUMO energy (alpha / beta) = -1.27 / -1.37 eV
orbital gap (alpha / beta) = 6.05 / 6.04 eV
⟨S²⟩ = 6.0124
total energy = -6279.54879 Eh

Atomic partial charges in e from the Löwdin method, atoms 1 to 6:
1. Fe 0.77
2. O 0.13
3. C -0.47
4. O 0.14
5. C -0.16
6. C 0.05

***

(8)
Below is a structure of composition C18H18N4Te4V, with properties calculated with ωB97M-V/def2-TZVPD.

The geometry in ORCA input format:
```
! wB97M-V def2-TZVPD RIJCOSX def2/J DEFGRID3
* xyz 0 4
V -0.112 0.540 -0.333
C 1.151 -0.929 2.021
N 1.343 -0.901 0.558
C 1.124 -2.246 -0.021
C 0.306 -2.274 -1.293
C 0.574 -3.182 -2.296
C -0.265 -3.206 -3.405
C -1.328 -2.333 -3.475
C -1.518 -1.438 -2.428
N -0.727 -1.421 -1.361
C 2.644 -0.283 0.246
C 2.598 1.200 0.581
C 3.745 1.909 0.885
C 3.642 3.271 1.129
C 2.402 3.878 1.073
C 1.294 3.100 0.775
N 1.395 1.791 0.543
C -0.310 -0.956 2.372
C -0.782 -1.588 3.510
C -2.142 -1.551 3.774
C -2.980 -0.899 2.888
C -2.428 -0.293 1.771
N -1.116 -0.313 1.521
H 1.671 -1.787 2.461
H 1.600 -0.027 2.438
H 2.074 -2.768 -0.163
H 0.557 -2.812 0.722
H 1.428 -3.841 -2.221
H -0.071 -3.899 -4.214
H -1.990 -2.298 -4.328
H -2.299 -0.688 -2.453
H 3.464 -0.745 0.811
H 2.828 -0.417 -0.823
H 4.700 1.402 0.913
H 4.527 3.852 1.356
H 2.272 4.937 1.245
H 0.293 3.506 0.689
H -0.093 -2.101 4.168
H -2.542 -2.035 4.656
H -4.049 -0.851 3.041
H -3.042 0.221 1.042
Te 1.219 1.106 -2.704
Te -0.795 1.616 -4.409
Te -1.834 3.632 -2.956
Te -2.276 2.208 -0.707
*
```

## Properties
LUMO energy (alpha / beta) = 0.03 / -0.01 eV
orbital gap (alpha / beta) = 5.91 / 6.00 eV
⟨S²⟩ = 3.7681
total energy = -2931.93933 Eh

Atomic partial charges in e from the natural (NBO) method, atoms 1 to 6:
1. V 0.66
2. C -0.25
3. N -0.48
4. C -0.24
5. C 0.22
6. C -0.24